This record from the Open Molecules 2025 dataset describes a cluster of 11 separate species, BF4H20O10 in total at a distorted geometry. The level of theory is the ωB97M-V functional and the def2-TZVPD basis.

Calculated values
Calculated total energy, a.u.: -1189.03189
Net charge: -1
LUMO level, eV: 2.2
Kohn-Sham gap, eV: 10.3
ΔE to the lowest compared entry with this formula, charge and spin, kJ/mol: 154.2

```
35
Properties=species:S:1:pos:R:3:mulliken_charge:R:1
B 0.60555 0.10973 0.80406 0.574
F -0.11494 0.08053 1.96934 -0.369
F 1.42245 -0.92661 0.57320 -0.359
F -0.28859 0.23626 -0.21943 -0.342
F 1.42707 1.22931 0.78796 -0.461
O 4.84028 1.00129 3.45990 -0.647
H 4.13733 1.50013 3.04366 0.332
H 4.86881 0.17645 2.97508 0.316
O -2.22426 2.64162 -2.78778 -0.618
H -1.35739 2.50278 -3.16920 0.329
H -2.73897 1.89002 -3.08173 0.284
O 0.95133 -4.61248 1.50165 -0.664
H 1.22536 -3.70365 1.37852 0.353
H 0.06402 -4.54980 1.85516 0.312
O -1.23608 3.64923 0.77352 -0.682
H -0.57696 2.96171 0.86892 0.334
H -1.50503 3.59824 -0.14370 0.316
O 0.20088 0.49881 -4.30356 -0.610
H -0.21145 -0.22340 -4.77751 0.298
H 0.79631 0.07244 -3.68720 0.315
O 0.96180 0.51630 5.46256 -0.655
H 0.71068 0.55028 4.53951 0.352
H 0.41918 1.18303 5.88359 0.297
O -4.76621 -0.41949 1.42116 -0.643
H -4.71043 -0.98233 0.64894 0.316
H -4.03391 -0.69521 1.97248 0.316
O 3.92952 2.37398 -2.08074 -0.651
H 3.30282 2.21238 -1.37550 0.350
H 4.73253 2.63893 -1.63217 0.300
O 0.29012 -2.95788 -2.69020 -0.635
H 0.32697 -2.40572 -1.90919 0.340
H -0.12980 -3.76533 -2.39367 0.290
O -3.99670 -2.07479 -1.57333 -0.609
H -3.20700 -1.59254 -1.81839 0.321
H -4.11518 -2.71409 -2.27582 0.299
```